{"formula": "C37H59F3O17S", "method": "ωB97M-V/def2-TZVPD", "species": ["C", "C", "C", "C", "O", "C", "C", "C", "C", "C", "O", "C", "C", "S", "O", "O", "C", "F", "F", "F", "C", "O", "H", "H", "H", "H", "H", "H", "H", "H", "H", "H", "H", "O", "C", "O", "C", "C", "C", "H", "H", "H", "H", "H", "H", "H", "H", "O", "C", "O", "C", "C", "C", "H", "H", "H", "H", "H", "H", "H", "H", "O", "C", "O", "C", "C", "C", "H", "H", "H", "H", "H", "H", "H", "H", "O", "C", "O", "C", "C", "C", "H", "H", "H", "H", "H", "H", "H", "H", "O", "C", "O", "C", "C", "C", "H", "H", "H", "H", "H", "H", "H", "H", "O", "C", "O", "C", "C", "C", "H", "H", "H", "H", "H", "H", "H", "H"], "positions_angstrom": [[-3.65719, 1.49518, 4.20803], [-3.23259, 0.61742, 3.30693], [-2.82291, -0.01697, 1.87710], [-1.51346, -0.61652, 1.65149], [-0.54972, -0.70443, 2.70399], [-0.14583, -2.08366, 2.96288], [-0.54788, -2.64343, 4.42163], [-2.12062, -2.95060, 4.62285], [-2.86984, -3.55853, 3.32877], [-1.21372, -1.17481, 0.14536], [-0.09485, -0.99442, -0.42831], [-2.47469, -1.96222, -0.53519], [-3.79169, -1.39362, -0.28639], [-5.27426, -2.26295, -0.97896], [-5.19333, -3.71723, -0.49193], [-6.52978, -1.67087, -0.33908], [-5.35309, -2.30850, -2.84531], [-6.00185, -1.10171, -3.29087], [-4.02537, -2.45840, -3.36024], [-6.13248, -3.47914, -3.21041], [-3.84990, -0.02194, 0.60553], [-4.59748, 0.96437, 0.31101], [-3.88179, 2.19409, 5.10585], [1.02305, -2.09600, 2.92599], [-0.48624, -2.84399, 2.16578], [-0.21003, -1.94010, 5.28530], [0.02089, -3.65646, 4.54258], [-2.70773, -2.03675, 5.05362], [-2.19514, -3.76243, 5.46026], [-3.90129, -4.01633, 3.61698], [-3.10595, -2.74961, 2.52760], [-2.26687, -4.38373, 2.80358], [-2.33635, -2.93500, -1.14869], [-3.20278, -6.00296, 2.38708], [-3.21802, -6.74246, 1.42432], [-2.36848, -6.53519, 0.39747], [-2.17300, -7.45087, -0.69153], [-3.20129, -7.22385, -1.78191], [-4.23934, -7.83785, 1.31154], [-2.15486, -8.48494, -0.33826], [-1.17620, -7.24449, -1.09058], [-4.21623, -7.40703, -1.42131], [-3.01211, -7.88310, -2.63221], [-3.17033, -6.18673, -2.12564], [-5.16545, -7.42583, 0.90643], [-4.42956, -8.23521, 2.31211], [-3.91509, -8.68205, 0.70605], [6.40961, -1.25614, 2.87720], [5.57307, -0.39366, 2.70679], [4.31581, -0.56990, 3.15992], [3.30877, 0.45524, 3.18100], [2.58442, 0.53345, 1.85223], [5.89064, 0.83941, 1.90958], [3.73117, 1.41568, 3.48741], [2.59678, 0.16926, 3.96023], [3.26254, 0.80492, 1.03911], [1.78205, 1.27368, 1.89518], [2.15469, -0.43825, 1.59444], [5.76501, 0.62322, 0.84713], [6.93160, 1.11385, 2.10038], [5.29283, 1.70683, 2.18274], [1.83423, -4.09282, 6.97795], [2.60370, -3.21195, 7.29997], [2.13332, -2.00536, 7.67755], [2.93784, -0.96518, 8.25421], [3.59609, -0.12787, 7.17549], [4.08889, -3.41113, 7.19443], [3.65746, -1.37378, 8.96818], [2.25616, -0.33442, 8.83114], [4.27851, -0.72395, 6.56458], [4.15929, 0.69670, 7.61863], [2.84242, 0.28296, 6.49864], [4.40817, -3.20309, 6.17140], [4.31437, -4.45302, 7.43694], [4.66533, -2.80553, 7.89112], [0.92877, 3.33218, 0.39759], [1.09288, 3.03172, -0.76754], [1.41330, 3.97760, -1.67269], [1.81265, 3.70397, -3.02511], [0.60333, 3.55864, -3.92653], [0.85041, 1.62699, -1.24107], [2.47999, 2.83945, -3.07191], [2.40127, 4.56516, -3.35287], [-0.02233, 2.71434, -3.62594], [0.91225, 3.40834, -4.96368], [-0.02383, 4.45248, -3.87096], [-0.21388, 1.49344, -1.44221], [1.15548, 0.93960, -0.44914], [1.42951, 1.35257, -2.12083], [-2.41127, 7.32035, -5.78588], [-3.14385, 6.46941, -5.32683], [-2.96111, 6.02532, -4.06661], [-3.87750, 5.16910, -3.36643], [-3.60958, 3.71208, -3.68608], [-4.20310, 5.82646, -6.17631], [-4.91349, 5.45910, -3.55924], [-3.70351, 5.33977, -2.30069], [-3.75958, 3.49946, -4.74744], [-4.27034, 3.06297, -3.10673], [-2.57223, 3.45565, -3.45579], [-3.75751, 5.01439, -6.75369], [-4.59888, 6.58044, -6.86193], [-5.05481, 5.45306, -5.61099], [3.31058, 2.71328, -7.02788], [4.07507, 3.59834, -6.70450], [3.60062, 4.80768, -6.33551], [4.39822, 5.85430, -5.75683], [5.06287, 6.68729, -6.83459], [5.56149, 3.40193, -6.79819], [5.11310, 5.45177, -5.03450], [3.71054, 6.48695, -5.18910], [5.75181, 6.08969, -7.43644], [5.62014, 7.51575, -6.39147], [4.31385, 7.09222, -7.51976], [5.88782, 3.60573, -7.81960], [5.78744, 2.36172, -6.54889], [6.13139, 4.01202, -6.10006]], "total_charge": 0, "largest_force_ev_per_a": 8.9, "e_tot_ev": -93108.9131, "multiplicity": 1, "mol_weight_g_mol": 864.92}